ORCA calculation (ωB97M-V/def2-TZVPD) on a structure of composition C35H41N3V.

Results
- relative energy (zero: lowest compared OMol25 entry of this formula, charge and spin) (kcal per mole) = 0.0
- DFT total energy (a.u.) = -2466.6568
- total charge = 0
- expectation value of S² = 3.774
- spin multiplicity = 4
- F_max (eV/A) = 0.855
- HOMO level (alpha / beta) (eV) = -6.2120 / -6.9772

Geometry as XYZ:
```
80
C35H41N3V | the OMol25 dataset | ωB97M-V/def2-TZVPD
V 0.0143 -0.4745 -0.1678
C 0.2998 1.5963 0.7896
C -1.1128 1.4443 0.6903
C -1.4724 0.3215 1.5249
C -0.2508 -0.1472 2.0948
C 0.8395 0.6411 1.6783
C 2.2414 0.5977 2.2621
C 2.9639 -0.7136 1.9593
C 2.1353 0.7537 3.7840
C 3.0741 1.7513 1.7049
C -2.8190 -0.2795 1.9524
C -2.6105 -1.3039 3.0832
C -3.5180 -1.0282 0.8124
C -3.7542 0.7832 2.5512
C -1.9158 2.5920 0.0576
C -2.1965 3.6074 1.1804
C -1.0894 3.3241 -1.0166
C -3.2363 2.2194 -0.6206
H 0.8657 2.3743 0.3065
H -0.1724 -0.9712 2.7861
H 2.3857 -1.5750 2.2981
H 3.9274 -0.7373 2.4758
H 3.1482 -0.8262 0.8936
H 1.6304 -0.1005 4.2363
H 1.5760 1.6514 4.0501
H 3.1312 0.8242 4.2278
H 3.1791 1.6720 0.6215
H 4.0747 1.7302 2.1401
H 2.6238 2.7182 1.9334
H -2.0075 -2.1568 2.7724
H -3.5811 -1.6895 3.3987
H -2.1292 -0.8482 3.9485
H -2.8560 -1.7957 0.3988
H -3.8131 -0.3739 -0.0057
H -4.4199 -1.5230 1.1807
H -3.2647 1.2915 3.3832
H -4.6553 0.3015 2.9371
H -4.0689 1.5396 1.8402
H -1.2644 3.8970 1.6665
H -2.8617 3.2038 1.9441
H -2.6622 4.5033 0.7620
H -0.2550 3.8795 -0.5915
H -1.7289 4.0479 -1.5271
H -0.6977 2.6352 -1.7633
H -3.8408 1.5174 -0.0607
H -3.0627 1.8002 -1.6095
H -3.8326 3.1242 -0.7608
C -2.5264 0.3364 -3.8093
C -2.1166 -0.2560 -2.5956
N -0.8777 -0.2337 -2.1661
C 0.0793 0.3408 -2.9688
C -0.2439 1.0094 -4.1558
C -1.5997 0.9945 -4.5632
C 0.7916 1.6178 -4.9132
C 2.0829 1.5018 -4.4928
C 2.4246 0.7681 -3.3335
C 1.4527 0.1713 -2.5604
N 1.6032 -0.6127 -1.4399
C 2.3767 -1.7274 -1.3662
C 3.5554 -2.0164 -2.0329
C 4.2457 -3.2222 -1.7983
C 3.7960 -4.1615 -0.9167
C 2.5671 -3.9361 -0.2434
C 1.9877 -4.8753 0.6383
C 0.7714 -4.6208 1.2044
C 0.1245 -3.4121 0.8952
N 0.6424 -2.5019 0.0991
C 1.8609 -2.7460 -0.4766
H -3.5660 0.2821 -4.0989
H -2.8391 -0.7370 -1.9479
H -1.8836 1.4910 -5.4826
H 0.5393 2.1564 -5.8170
H 2.8765 1.9669 -5.0635
H 3.4619 0.6910 -3.0419
H 3.9731 -1.3020 -2.7258
H 5.1733 -3.3929 -2.3299
H 4.3449 -5.0744 -0.7329
H 2.5155 -5.7978 0.8458
H 0.2929 -5.3223 1.8727
H -0.8469 -3.1779 1.3144
```


ORCA calculation (ωB97M-V/def2-TZVPD) on a structure of composition C35H42BF4O4P2Ti at a distorted geometry.

Results
- relative energy (zero: lowest compared OMol25 entry of this formula, charge and spin) (kcal per mole) = 0.0
- DFT total energy (a.u.) = -3616.3916
- total charge = +1
- expectation value of S² = 2.004
- spin multiplicity = 3
- F_max (eV/A) = 1.610
- HOMO level (alpha / beta) (eV) = -10.2863 / -10.3195

Geometry as XYZ:
```
89
C35H42BF4O4P2Ti | the OMol25 dataset | ωB97M-V/def2-TZVPD
Ti -0.3466 -0.5856 1.8261
C 2.0398 -2.5636 3.1655
C 1.9905 -1.5186 4.2681
O 1.0885 -0.5078 3.8335
C 0.7773 0.4709 4.8130
C -0.3452 1.3312 4.2511
O -0.2283 1.4264 2.8208
C 0.7673 2.3597 2.3749
C 1.2023 1.9583 0.9931
O 1.4754 0.5439 0.9718
C 2.7901 0.2496 1.4816
C 3.0191 -1.2346 1.4142
O 1.8837 -1.9495 1.8830
H 1.2200 -3.2676 3.2625
H 2.9851 -3.1099 3.2037
H 2.9650 -1.0565 4.4648
H 1.6318 -1.9781 5.1932
H 1.6784 1.0542 5.0326
H 0.4384 -0.0064 5.7367
H -0.3235 2.3350 4.6786
H -1.3192 0.8873 4.4305
H 1.5996 2.3519 3.0821
H 0.3336 3.3628 2.3604
H 2.0938 2.5112 0.6849
H 0.4348 2.1221 0.2379
H 2.8686 0.6281 2.5018
H 3.5215 0.7625 0.8520
H 3.9048 -1.4753 2.0098
H 3.2161 -1.5634 0.3927
C 0.6310 -2.1007 -2.1817
C -0.2666 -1.9844 -0.9537
P -1.7095 -0.8668 -1.3283
C -3.1529 -1.9680 -1.1965
C -4.3133 -1.5404 -1.8454
C -5.4848 -2.2771 -1.7611
C -5.5140 -3.4607 -1.0361
C -4.3674 -3.9025 -0.3938
C -3.1981 -3.1586 -0.4716
C -1.9891 0.1853 0.1923
C -2.6493 -0.3258 1.3016
C -3.3033 0.5201 2.2122
C -3.3039 1.8817 2.0081
C -2.6712 2.4165 0.8794
C -2.0440 1.5816 -0.0171
C 1.6400 -0.9697 -2.2772
P 0.9941 0.7447 -2.1495
C 0.2875 1.0590 -3.7865
C 0.9897 0.8426 -4.9717
C 0.4061 1.1231 -6.1950
C -0.8903 1.6279 -6.2449
C -1.5973 1.8499 -5.0732
C -1.0074 1.5625 -3.8471
C 2.5367 1.7318 -2.1796
C 2.3966 3.1228 -2.2350
C 3.4964 3.9605 -2.1615
C 4.7734 3.4252 -2.0224
C 4.9337 2.0515 -1.9763
C 3.8245 1.2109 -2.0589
H 0.0190 -2.1704 -3.0855
H 1.1924 -3.0374 -2.1321
H 0.3556 -1.6111 -0.1260
H -0.6073 -2.9568 -0.6090
H -4.3012 -0.6287 -2.4319
H -6.3742 -1.9308 -2.2707
H -6.4264 -4.0388 -0.9732
H -4.3783 -4.8201 0.1792
H -2.3316 -3.5162 0.0677
H -2.8547 -1.3914 1.3635
H -3.8322 0.0837 3.0495
H -3.8320 2.5303 2.6950
H -2.7158 3.4797 0.6814
H -1.6062 1.9769 -0.9268
H 2.2647 -1.0860 -3.1711
H 2.3158 -1.0621 -1.4247
H 2.0104 0.4723 -4.9373
H 0.9560 0.9562 -7.1117
H -1.3479 1.8467 -7.2007
H -2.6058 2.2399 -5.1096
H -1.5647 1.7130 -2.9301
H 1.4078 3.5570 -2.3454
H 3.3600 5.0327 -2.2156
H 5.6336 4.0793 -1.9688
H 5.9273 1.6279 -1.8950
H 3.9948 0.1431 -2.0540
F -1.4558 -1.3364 3.7209
B -1.5397 -2.7356 3.3427
F -2.8230 -3.1025 3.1179
F -0.8421 -3.5145 4.2117
F -0.8084 -2.6811 2.0397
```


ORCA calculation (ωB97M-V/def2-TZVPD) on a structure of composition C35H42CeGeS3 at a distorted geometry.

Results
- relative energy (zero: lowest compared OMol25 entry of this formula, charge and spin) (kcal per mole) = 31.8
- DFT total energy (a.u.) = -5105.4407
- total charge = -1
- expectation value of S² = 0.751
- spin multiplicity = 2
- F_max (eV/A) = 2.890
- HOMO level (alpha / beta) (eV) = -4.0826 / -4.0841

Geometry as XYZ:
```
82
C35H42CeGeS3 | the OMol25 dataset | ωB97M-V/def2-TZVPD
Ce -1.3769 1.0886 0.0911
C -0.7575 3.0563 2.0171
C -1.9569 3.5580 1.4741
C -2.9641 2.6541 1.8094
C -2.4339 1.5752 2.5946
C -1.0577 1.8611 2.7925
C -0.1762 1.0094 3.6882
C -3.2939 0.5197 3.2425
C -4.4284 2.7248 1.5011
C -2.0560 4.8116 0.6813
C 0.5689 3.7755 2.0836
H 0.2650 0.2194 3.1390
H -0.8177 0.5898 4.4612
H 0.6822 1.5300 4.1799
H -4.1550 1.0184 3.7100
H -2.7021 0.0355 4.0194
H -3.5772 -0.1721 2.4866
H -5.0162 2.5872 2.4739
H -4.6811 1.8700 0.8994
H -4.6838 3.6093 0.9289
H -1.6270 5.6415 1.2173
H -3.1105 5.1052 0.5328
H -1.5943 4.6906 -0.3333
H 0.6940 4.4694 2.9210
H 0.8137 4.3929 1.2076
H 1.3359 3.0505 2.1758
C -3.1058 -1.2056 -1.7946
C -2.1455 -1.5357 -2.8629
S -0.3542 -1.2402 -2.4863
C -0.0106 0.1663 -3.4873
C -0.7972 1.3671 -3.1735
S -0.2091 2.4241 -1.8426
C -1.8859 4.6726 -3.1278
C -1.9366 4.0008 -4.2525
S -3.6560 0.5394 -1.7505
H -2.6126 -1.4290 -0.8732
H -3.9508 -1.8529 -1.9303
H -2.4558 -1.0433 -3.7912
H -2.1735 -2.5765 -3.0477
H -0.2574 -0.0772 -4.5417
H 1.0595 0.2144 -3.4265
H -1.8271 1.0996 -3.0695
H -0.6797 1.9943 -4.0353
H -1.5069 5.7360 -3.0559
H -2.0845 4.3081 -2.1776
H -1.6766 4.5921 -5.1944
H -2.3340 3.0074 -4.2690
C -0.2748 -0.9156 -0.8198
Ge 1.2317 -1.8072 -0.0959
C 2.4454 -0.6394 0.9717
C 3.3657 -1.1157 1.9232
C 4.4185 -0.3698 2.4327
C 4.5849 0.9387 2.0010
C 3.6171 1.4485 1.1116
C 2.5745 0.6799 0.6005
C 0.8001 -3.3895 0.9205
C -0.2658 -3.3114 1.7941
C -0.7330 -4.4421 2.5011
C -0.1014 -5.6564 2.3797
C 0.9530 -5.7570 1.5035
C 1.3877 -4.6466 0.7503
C 2.5026 -2.5457 -1.4511
C 1.9954 -3.4532 -2.4085
C 2.8201 -4.1083 -3.3370
C 4.1866 -3.8982 -3.2686
C 4.7395 -3.0331 -2.3150
C 3.8819 -2.3288 -1.4682
H 3.2756 -2.1463 2.2412
H 5.0434 -0.8699 3.1592
H 5.3210 1.6112 2.3807
H 3.8479 2.4474 0.8065
H 1.8785 1.1097 -0.1117
H -0.8246 -2.3658 1.8934
H -1.6177 -4.3393 3.0905
H -0.4357 -6.5229 2.9641
H 1.3828 -6.7125 1.3634
H 2.2585 -4.7639 0.1549
H 0.9558 -3.7348 -2.4185
H 2.3777 -4.7860 -4.0863
H 4.8848 -4.3906 -3.9417
H 5.8182 -2.9274 -2.2975
H 4.4109 -1.6916 -0.7284
```


ORCA calculation (ωB97M-V/def2-TZVPD) on a structure of composition C35H42Cl2N2O3PPd at a distorted geometry.

Results
- relative energy (zero: lowest compared OMol25 entry of this formula, charge and spin) (kcal per mole) = 0.0
- DFT total energy (a.u.) = -3083.7857
- total charge = -1
- expectation value of S² = 2.009
- spin multiplicity = 3
- F_max (eV/A) = 2.261
- HOMO level (alpha / beta) (eV) = -2.6055 / -4.5494

Geometry as XYZ:
```
86
C35H42Cl2N2O3PPd | the OMol25 dataset | ωB97M-V/def2-TZVPD
O -2.5440 -1.6882 -1.4419
C -3.1626 -1.1262 -2.3290
C -4.5581 -1.4727 -2.7991
C -5.3451 -2.3983 -2.0836
H -4.9377 -2.8711 -1.1865
C -6.6406 -2.6899 -2.5214
H -7.2651 -3.3782 -1.9502
C -7.1529 -2.0948 -3.6859
H -8.1712 -2.3196 -4.0206
C -6.3635 -1.1911 -4.4144
H -6.7612 -0.7105 -5.3134
C -5.0756 -0.8887 -3.9687
H -4.4505 -0.1716 -4.5079
H -2.7103 -0.2476 -2.8433
C 0.1077 -1.5337 -2.5752
C 1.0124 -0.7995 -1.6669
H 0.6582 -1.9138 -3.4453
H -0.6913 -0.8511 -2.9063
H -0.3398 -2.3568 -1.9980
C 2.3009 -0.5082 -1.8285
C 3.1499 -0.8792 -3.0228
H 2.8087 0.0841 -1.0677
H 2.6924 -1.6792 -3.6179
H 4.1272 -1.2330 -2.6791
H 3.3331 -0.0147 -3.6748
Pd 0.0085 -0.1537 0.0946
Cl -0.8371 -2.2622 0.9600
Cl -1.6002 1.2584 -1.0810
H -4.8192 -0.3790 1.3073
H -4.5412 -1.8602 3.2792
C -3.7302 -0.4366 1.1619
C -3.4496 -1.7871 3.2011
N -3.1059 -0.5876 2.4638
H -3.3441 0.4424 0.6339
C -2.0222 0.1211 2.8541
O -1.3291 0.8393 2.1159
H -2.9956 -1.7249 4.1967
H -1.7865 -0.0268 3.9329
H -3.5272 -1.3205 0.5436
H -3.0674 -2.6796 2.6835
H 1.8833 5.1234 0.6161
H -1.3845 6.1311 0.4815
C 1.2934 5.0426 -0.3091
C -1.1741 5.4451 -0.3533
N -0.0555 4.5711 -0.0483
H 1.8173 4.3693 -1.0026
C -0.2795 3.3822 0.5588
O 0.5929 2.5778 0.8938
H -2.0570 4.8187 -0.5239
H -1.3594 3.1863 0.6922
H 1.2029 6.0315 -0.7692
H -0.9443 6.0402 -1.2421
C 4.6664 -3.8022 1.3619
C 3.2802 -3.9114 1.2334
C 2.4817 -2.7682 1.2499
C 3.0352 -1.4910 1.4149
C 4.4360 -1.3907 1.4705
C 5.2374 -2.5341 1.4829
P 1.8966 -0.0518 1.4798
C 1.3246 -0.0648 3.2304
C 0.9916 1.1616 3.8255
C 0.7163 1.2381 5.1888
C 0.7062 0.0767 5.9636
C 0.9565 -1.1562 5.3626
C 1.2521 -1.2300 3.9951
C 3.1165 1.3248 1.6125
C 3.8521 1.5090 2.7967
C 4.7871 2.5417 2.9065
C 5.0275 3.3890 1.8269
C 4.3407 3.1769 0.6265
C 3.3870 2.1628 0.5255
H 5.2998 -4.6907 1.3698
H 2.8165 -4.8929 1.1218
H 1.4000 -2.8728 1.1202
H 4.9115 -0.4156 1.5100
H 6.3188 -2.4269 1.5852
H 0.9869 2.0653 3.2170
H 0.5054 2.2082 5.6383
H 0.4974 0.1365 7.0321
H 0.9339 -2.0704 5.9515
H 1.4455 -2.1950 3.5295
H 3.6928 0.8456 3.6472
H 5.3247 2.6736 3.8481
H 5.7479 4.2062 1.9192
H 4.5519 3.8106 -0.2323
H 2.8523 2.0381 -0.4171
```